Entry 1:
{"formula": "C33H79Cl3N10O10", "method": "ωB97M-V with the def2-TZVPD basis set", "smiles": "COC[C@H](C)N.COC[C@H](C)N.ClC(Cl)Cl.CN(C)C=O.CN(C)C=O.CN(C)C=O.CN(C)C=O.CN(C)C=O.CN(C)C=O.CN(C)C=O.CN(C)C=O", "homo_ev": -8.291, "largest_force_ev_per_a": 6.6, "orbital_gap_ev": 8.54, "elements": ["N", "H", "N", "H", "H", "C", "H", "H", "H", "C", "C", "C", "H", "H", "H", "H", "H", "H", "H", "H", "H", "H", "C", "O", "C", "H", "H", "H", "H", "H", "H", "C", "H", "N", "H", "O", "H", "N", "H", "C", "H", "H", "C", "C", "C", "H", "O", "H", "C", "H", "C", "N", "O", "O", "H", "C", "H", "C", "H", "H", "C", "C", "H", "H", "H", "H", "H", "H", "H", "O", "H", "H", "N", "H", "H", "H", "C", "H", "H", "Cl", "C", "H", "H", "H", "H", "H", "N", "H", "C", "O", "O", "C", "C", "H", "H", "H", "C", "H", "N", "H", "O", "H", "H", "Cl", "H", "H", "H", "H", "H", "C", "H", "C", "H", "H", "H", "H", "H", "C", "C", "Cl", "C", "C", "C", "N", "O", "N", "H", "H", "C", "H", "H", "H", "C", "H", "C"], "xyz": [[0.14009, -4.59043, -0.96235], [1.62422, -4.76417, 3.62512], [0.34096, -0.79296, -5.13589], [0.70844, 1.25738, 6.16268], [2.83441, -7.30524, 4.90358], [0.25749, -5.92754, -1.62679], [1.80359, 6.22183, 2.68123], [5.50113, -2.58673, -6.23854], [4.10841, -1.09385, -2.79488], [-4.17169, -0.08304, -5.34134], [-2.59819, 4.92185, -3.91567], [-2.00417, 1.18765, 0.57662], [4.77831, -0.97721, -6.28343], [-4.51570, 4.90539, -2.54525], [2.08479, 4.47543, 2.55840], [-2.39313, 2.02420, 7.64730], [-2.10908, 1.62233, -0.41744], [0.71522, 5.18351, 3.42704], [-5.07694, -0.49787, -5.78465], [-0.14580, 0.60518, 2.76589], [-1.54577, -0.52489, 2.40301], [-1.84794, 0.04720, -3.69927], [0.02397, -2.14160, -4.81978], [0.64424, 1.89018, 9.89658], [4.17013, 2.04579, 2.50229], [-1.89109, 5.03210, -3.09350], [-1.21852, -3.11881, -0.19507], [0.72418, 0.62011, -6.70464], [4.31998, -1.07523, 1.05479], [3.87773, -4.68304, 2.68482], [4.19513, 2.80781, 1.72332], [-0.56989, -0.14593, 2.09949], [-1.06805, 4.95102, 2.12655], [3.37400, -5.55416, 2.77145], [-6.54203, 4.41928, -4.14338], [5.06616, 0.16307, -4.16950], [5.30515, 0.37729, 0.90394], [-3.90957, -0.68520, -4.05613], [0.25088, -2.46809, -3.80487], [3.09365, -4.39114, 5.09083], [-1.02140, 0.20288, -6.36787], [-4.07557, 0.99533, -5.46776], [0.01274, -0.14116, -6.38458], [-1.20522, -4.09880, -0.67208], [3.70673, -3.19878, -4.05049], [1.78976, 1.21215, 7.48664], [1.01432, -0.63339, 0.07668], [4.62902, -1.51338, 4.38824], [1.66527, 5.09838, 0.16805], [0.21354, -0.88320, -7.15733], [2.52705, -5.26833, 3.96984], [-0.82920, 0.40945, 0.78113], [3.76950, -3.30763, 4.45858], [-3.32864, 3.73019, -3.72303], [2.98061, -5.68230, 1.85009], [4.63998, -1.99701, -5.92430], [1.25079, -6.34620, -1.46495], [0.91813, 0.02728, -4.17680], [-1.50703, 1.61720, 6.12105], [2.72388, 5.16841, 0.41808], [-2.80074, -0.12280, -3.19789], [2.13190, -6.65170, 4.38640], [-2.22276, 2.05205, 1.20361], [-1.26884, 1.51209, 9.67204], [0.54147, -2.85269, -5.46371], [-2.08340, 4.86602, -4.87483], [4.37156, -4.05680, -4.15002], [-5.73367, 3.00813, -4.87706], [-4.74620, -2.21443, -4.89330], [2.24056, -4.66947, -0.15497], [-5.59828, 3.00243, -0.88957], [1.41303, 0.95291, -4.50923], [-0.27504, 1.83718, 7.81940], [-5.81248, 3.78491, 3.65578], [-1.40995, 3.15971, 6.60074], [1.39384, -6.43247, 5.15795], [4.28164, 0.00253, 0.89647], [-1.73598, -4.03073, -1.62170], [1.28529, 2.85453, 6.81664], [-5.21596, 1.57620, 3.04236], [4.10840, -2.14285, 5.10992], [-2.69403, -0.71217, -2.28720], [3.25781, -1.53851, 5.42516], [-2.75678, 0.40616, 0.68129], [3.71024, -4.89017, 5.83843], [1.31818, 5.83751, -0.55397], [4.26572, -1.93119, -4.53090], [-3.76877, 3.55135, -1.66495], [-4.95957, 3.33637, 3.14642], [0.79528, -0.22897, -2.97823], [-3.95538, -2.66596, -2.99726], [-0.62963, 4.83197, 1.12365], [-0.32534, 1.77495, 9.16914], [0.04912, -1.03857, 2.18959], [3.56038, -3.20154, -2.97036], [-6.77361, 2.17622, -1.42287], [0.14746, 0.20075, -0.14137], [2.77656, -3.20997, -4.61859], [0.68446, 5.06402, 1.25687], [-7.13241, 2.76629, -3.99183], [-1.19399, 4.61817, 0.08782], [5.22330, 2.11684, 2.77413], [-3.13270, 0.85192, -2.84035], [-3.42093, 3.75668, 3.91000], [3.72690, 0.19961, -0.02088], [-5.00019, 1.99371, -2.78665], [-3.52835, -0.53154, -6.09835], [3.75859, -2.31182, -6.48299], [0.01956, -6.05740, -2.68254], [1.32407, 5.25539, 2.52579], [-1.04331, -2.28994, -4.98411], [-6.23524, 3.38529, -3.98583], [3.58117, 2.45280, 3.32421], [-1.81315, -4.66763, 0.03144], [-0.44997, -6.67523, -1.26822], [-3.24870, 5.79612, -3.89170], [1.58717, 4.05884, -0.15032], [-5.45058, 2.98386, -2.71699], [4.50124, -0.86126, -3.79678], [-5.03562, 4.02496, 1.50148], [1.16659, -4.07140, -0.27547], [-1.48825, 2.17348, 7.05822], [1.00528, 1.82594, 7.04400], [-6.34703, 3.08095, -1.56286], [2.41204, 0.46155, 3.89030], [3.73284, 0.70352, 2.06856], [0.92271, -3.10646, 0.19529], [2.62880, -1.03421, 2.39315], [-4.21748, 3.85895, -2.60948], [2.20139, -3.92570, 5.50955], [1.70772, -7.24177, 3.57399], [0.05040, 0.78646, -1.06859], [2.82354, -0.02179, 2.77953], [4.76504, -2.37299, 5.94895], [-4.17586, -1.92176, -3.99818]], "atomic_forces_ev_per_a": [[-1.40, -1.22, -0.65], [-0.27, 0.20, 0.11], [2.28, 2.77, 1.12], [0.37, 0.42, -0.49], [0.71, 0.47, -0.31], [0.03, -0.32, 0.61], [0.16, 0.20, -0.65], [0.03, -0.21, 0.61], [0.13, 0.80, 0.43], [0.37, -0.46, -1.82], [0.25, -0.12, 0.32], [-1.20, -0.45, -0.51], [0.38, 0.04, 0.17], [-0.11, 0.15, 0.27], [0.24, 0.09, 0.59], [0.16, 0.15, -0.12], [0.53, -0.39, -0.30], [-0.58, -0.48, -0.35], [-0.75, 0.73, 0.67], [-0.27, 0.01, 0.19], [-0.16, 0.38, 0.80], [-0.14, -0.49, -0.31], [-1.03, -1.03, -0.39], [0.25, -0.09, -0.17], [0.35, 0.08, -0.42], [0.33, 0.14, -0.04], [0.58, 0.25, -0.37], [-0.13, 0.44, 0.78], [-0.13, 0.10, 0.16], [0.67, 0.09, -0.52], [-0.78, -0.29, -0.67], [-1.32, -0.36, 0.44], [-0.69, -0.33, -0.06], [1.92, 1.82, 1.31], [0.36, 0.06, 0.53], [-0.64, -0.57, 0.42], [0.18, -0.28, -0.90], [2.84, 4.89, 0.19], [0.04, 0.75, 0.08], [-0.16, 1.33, -1.08], [0.04, 0.12, -0.39], [-0.29, -0.10, 0.72], [0.48, -1.56, -0.74], [-0.37, 0.39, -0.73], [-0.14, 1.14, 0.55], [-0.15, 0.54, 0.52], [0.53, 0.45, -0.60], [0.24, -0.12, 0.04], [-1.51, -1.51, -0.51], [-0.76, -0.15, -0.37], [0.24, -1.90, -2.42], [2.64, 0.27, -0.25], [0.05, -1.29, -1.61], [-0.97, -0.40, 0.38], [-1.05, 0.00, 0.32], [-0.83, 1.38, -0.88], [-0.04, 0.37, 0.09], [-1.51, -1.32, 1.52], [-0.26, -0.88, 0.25], [-0.40, 0.71, 0.70], [-1.49, 0.59, 0.34], [-1.39, -0.06, 1.93], [0.47, -0.25, 0.68], [-0.52, 0.32, -0.72], [0.12, 0.09, -0.38], [-0.01, -0.06, 0.11], [0.01, 0.10, -0.87], [0.38, 0.41, -0.11], [-0.05, -0.85, 0.24], [-0.45, 1.12, -0.09], [-0.32, 0.41, 1.49], [-0.15, -0.20, -0.34], [-0.41, 0.00, -0.36], [0.45, -0.21, 0.30], [-0.19, 0.69, 0.77], [-0.78, -0.77, 0.15], [0.75, 1.09, 0.59], [-0.31, 0.13, 0.15], [0.39, -0.20, -0.10], [0.18, 0.43, 0.25], [0.18, 0.38, 0.64], [0.09, -0.38, -0.47], [-0.31, -0.15, 0.28], [-1.01, 0.64, 0.08], [0.11, -0.13, -0.02], [0.43, -0.32, -0.32], [1.08, -2.24, -1.40], [0.82, 0.31, 0.19], [-0.30, -0.02, -0.79], [0.85, 0.40, -1.15], [-0.23, 1.18, -2.64], [1.16, 0.76, 0.92], [1.03, -0.15, 0.70], [0.27, 0.32, -0.88], [-0.52, 0.51, 0.02], [-0.55, -0.20, -0.34], [-0.53, -0.43, 0.54], [-0.18, -1.21, 0.39], [1.46, 1.37, 0.96], [-0.42, 0.19, 0.11], [-0.92, -0.44, -1.07], [0.18, -0.83, 0.51], [0.00, 0.18, -0.20], [-0.39, -0.17, 0.04], [0.17, 0.20, -0.01], [-0.46, -0.50, -0.51], [1.02, 0.25, -0.03], [-0.01, -0.52, -0.12], [0.24, 1.36, -0.40], [0.45, -0.30, 1.09], [-0.21, -0.29, 0.12], [-0.14, -1.99, -0.38], [-0.10, -0.59, -0.10], [0.33, -0.81, -0.10], [-0.15, 0.28, 1.01], [-0.15, 0.10, -0.21], [0.14, 0.13, -1.34], [-0.54, 0.90, -2.63], [0.57, 0.80, 0.77], [0.15, -0.01, 0.26], [1.33, -1.39, 0.45], [1.10, -0.35, -0.65], [-1.74, -0.47, 0.28], [1.73, 0.06, 0.36], [0.07, -1.97, -2.88], [-1.12, -1.04, -0.13], [0.25, -0.01, -0.07], [-0.24, 0.34, 0.10], [-0.21, 0.40, 0.43], [-0.11, -0.40, 0.86], [-0.16, 0.31, 0.02], [0.09, -0.20, 0.05], [0.51, 3.19, 3.71], [0.14, 0.30, 0.28], [-1.23, -5.52, 3.40]]}

=====

Entry 2:
{"formula": "C12H30KN2O4", "method": "ωB97M-V with the def2-TZVPD basis set", "total_charge": 1, "homo_ev": -11.794, "largest_force_ev_per_a": 3.3, "orbital_gap_ev": 9.19, "relative_energy_kj_mol": 235.7, "elements": ["H", "H", "H", "C", "H", "C", "O", "H", "H", "O", "H", "K", "H", "H", "N", "N", "H", "H", "H", "C", "H", "H", "H", "H", "H", "C", "O", "H", "H", "H", "C", "H", "H", "C", "H", "H", "H", "C", "C", "C", "C", "C", "O", "H", "C", "H", "H", "H", "H"], "xyz": [[-6.61300, 0.69854, 24.60521], [-7.60074, 1.97663, 21.34768], [-1.41249, 2.63754, 21.15364], [-1.09772, 5.19884, 20.79976], [-6.88735, -0.86528, 22.01113], [-8.04091, 1.75821, 23.22668], [-7.01377, 0.19473, 20.01696], [-1.26136, 2.06927, 23.26209], [-1.68304, 2.44860, 25.67132], [-6.76845, 2.63945, 25.15444], [-1.58893, 5.26494, 16.67688], [-5.12723, 4.15290, 23.59047], [-0.06635, 5.95707, 17.07518], [-5.75263, 3.29974, 26.89258], [-7.05531, 2.07975, 22.19147], [-2.35235, 4.49952, 21.20298], [-0.72366, 3.80324, 23.23212], [-7.61870, -1.83166, 19.65117], [-8.63600, 0.87290, 23.00266], [-2.03729, 3.44821, 25.41956], [-8.70162, -0.80184, 20.27598], [-0.20601, 4.60576, 21.00278], [-7.23270, 2.57174, 27.22491], [-2.77797, 3.70370, 26.17733], [-2.84940, 4.26357, 20.35600], [-7.90258, -0.78573, 19.53478], [-2.61017, 3.37254, 24.08820], [-8.24470, -0.70521, 18.50300], [-8.75052, 2.57762, 23.34118], [-8.23779, 1.12816, 25.21166], [-6.00280, 1.12736, 22.00356], [-2.13952, 5.84350, 19.13532], [-5.59928, 0.85164, 22.97785], [-0.62623, 5.02331, 17.12734], [-1.14331, 6.17052, 21.29155], [-0.61430, 6.59188, 19.08565], [-5.84697, 1.55684, 26.74406], [-6.44290, -0.16368, 21.30521], [-7.40214, 1.45029, 24.59035], [-1.56785, 3.11404, 23.21112], [-6.38553, 2.48331, 26.54478], [-1.08637, 5.64006, 19.32916], [-0.75588, 4.59066, 18.44363], [-1.32015, 4.24497, 25.61698], [-2.14041, 3.15126, 21.78159], [-3.04681, 2.55427, 21.68094], [-0.09905, 4.33707, 16.46457], [-5.54605, -0.71710, 21.02686], [-5.25360, 1.55301, 21.33601]], "atomic_forces_ev_per_a": [[-0.36, -0.40, -0.27], [0.02, 0.75, -0.63], [0.25, -0.31, -0.06], [-0.42, 0.80, -0.68], [-1.47, 0.14, -0.45], [1.06, -0.52, 1.13], [0.19, -0.27, 0.91], [0.52, -0.05, 0.76], [0.47, 0.18, 0.10], [0.07, -0.19, 0.52], [-0.35, -0.18, -0.05], [-0.08, -0.11, -0.25], [0.27, 0.19, 0.12], [0.25, 0.19, -0.67], [-1.04, 0.72, -0.04], [-0.09, -0.87, 0.01], [0.01, 0.05, 0.58], [1.23, -0.09, -0.22], [-0.08, -0.26, -0.21], [-1.05, -0.33, 0.58], [-1.01, 0.30, -0.53], [0.06, 0.15, 0.33], [-0.40, -0.41, -0.25], [-0.71, -0.25, -0.35], [-0.19, 0.42, -0.34], [-1.13, -1.12, 1.33], [0.47, 1.18, 2.23], [0.21, 0.83, 0.23], [0.15, 0.11, -0.01], [0.15, -0.04, 0.40], [0.11, -1.20, -0.37], [-0.52, 0.48, -0.12], [0.54, 0.08, -0.22], [-0.01, 0.96, -0.90], [0.68, -0.19, 0.61], [0.80, -0.18, 0.35], [-0.09, -0.18, -0.23], [1.71, 0.15, -1.06], [-0.14, 1.15, 0.39], [-0.83, -0.77, -3.11], [-0.35, 0.20, -0.12], [-1.82, -0.93, -0.23], [0.88, -0.52, 0.70], [0.55, -0.18, -0.91], [1.17, 0.61, -0.29], [-0.24, 0.13, 0.32], [-0.13, -0.44, 0.51], [0.43, -0.03, 0.19], [0.23, 0.25, 0.29]]}